1.
Density functional theory data (wB97M-V/def2-TZVPD) for C4H10ErO2 as an isolated structure in a non-equilibrium geometry.

The geometry in XYZ format:
```
17
Properties=species:S:1:pos:R:3:forces:R:3
O -2.573 -0.635 0.166 -0.870 0.552 -2.542
C -1.709 0.247 0.054 -1.394 -2.336 5.281
C -0.438 -0.275 0.625 4.186 3.075 -2.821
O -0.243 -1.610 0.293 -1.391 -0.254 -0.006
C 0.914 -2.226 0.831 0.769 -0.554 0.127
Er -2.370 -3.036 -0.620 0.243 0.684 0.387
H -1.987 1.284 0.316 0.113 0.153 -1.400
H -0.082 2.087 -0.993 2.664 0.757 -0.339
H -0.352 -0.031 1.698 -0.491 -0.151 -0.239
H 0.397 0.407 0.100 -1.154 -1.576 1.299
H 1.655 -2.351 0.029 -0.104 0.119 0.341
H 1.340 -1.648 1.662 -0.161 -0.153 -0.269
H 0.610 -3.216 1.196 0.218 0.235 -0.011
C 0.969 2.584 -1.248 -1.749 0.172 -0.212
H 0.977 3.576 -0.780 -0.121 -0.216 -0.093
H 1.926 2.111 -0.994 -0.728 -0.500 0.250
H 0.966 2.734 -2.334 -0.030 -0.008 0.248
```
Positions in Å, forces in eV/Å.

- gap between HOMO and LUMO (spin up / spin down) (eV) = 5.23 / 6.22
- HOMO level (spin up / spin down) (eV) = -10.0 / -10.9
- total charge = +1
- ⟨S²⟩ = 3.756
- multiplicity = 4

The molecule's Löwdin atomic charges, reported in e, are given here: atom 1 (O): -0.182, atom 2 (C): -0.133, atom 3 (C): -0.224, atom 4 (O): -0.394, atom 5 (C): -0.069, atom 6 (Er): 1.174, atom 7 (H): 0.160, atom 8 (H): 0.032, atom 9 (H): 0.164, atom 10 (H): 0.147, atom 11 (H): 0.109, atom 12 (H): 0.108, atom 13 (H): 0.087, atom 14 (C): -0.050, atom 15 (H): 0.023, atom 16 (H): 0.026, atom 17 (H): 0.022

2.
Density functional theory data (wB97M-V/def2-TZVPD) for a 3-piece molecular cluster, C45H92BN4O5 overall in a non-equilibrium geometry.

The geometry in XYZ format:
```
147
Properties=species:S:1:pos:R:3:forces:R:3
C 4.289 2.344 -0.514 -0.018 -0.230 0.232
C 3.999 1.532 0.749 0.189 0.099 0.071
C 4.837 0.261 0.841 0.147 0.114 -0.275
C 4.567 -0.778 -0.252 -0.240 -0.117 0.096
C 3.088 -0.978 -0.583 0.552 0.058 0.008
C 2.846 -2.186 -1.483 -0.709 0.171 0.302
C 1.370 -2.623 -1.439 0.140 0.192 0.147
C 1.098 -3.749 -0.442 0.034 -0.110 -0.260
C -0.186 -4.553 -0.713 0.077 -0.228 0.178
C -1.229 -4.517 0.409 0.449 0.170 -0.115
C -1.649 -3.135 0.913 -0.188 -0.280 0.007
C -2.744 -2.475 0.054 0.386 -0.346 -0.082
C -3.771 -1.761 0.949 0.042 -0.483 0.064
N -4.064 -0.287 0.704 0.137 0.515 0.411
C -5.529 0.011 0.904 -0.329 -1.126 -0.844
C -6.364 -0.460 -0.277 0.013 -0.235 2.678
C -7.772 -1.018 0.131 0.551 0.937 -3.525
O -6.505 -1.782 -0.485 -0.436 0.226 -0.818
C -3.346 0.376 -0.469 0.210 0.401 -0.276
C -3.792 1.837 -0.699 -0.233 -0.180 -0.299
C -4.751 2.225 -1.823 0.032 0.976 0.138
C -4.491 3.697 -2.224 -0.016 -0.390 -0.325
C -3.529 3.782 -3.410 -0.034 0.571 0.165
C -4.202 3.408 -4.740 0.129 -0.704 0.150
C -3.604 2.178 -5.422 -0.202 0.195 -0.455
C -2.168 2.369 -5.898 -0.074 -0.334 0.007
C -1.483 1.053 -6.288 0.151 0.214 -0.197
C -3.077 -0.571 -1.654 0.319 -0.440 -0.030
N -2.325 0.236 -2.647 -0.182 0.087 0.131
B -4.262 -1.289 -2.481 -0.237 0.097 -0.250
O -4.153 -2.630 -2.709 -0.085 -0.014 0.790
O -5.340 -0.611 -3.030 0.289 0.269 0.013
C -2.138 -1.645 -1.075 -0.196 0.366 0.277
H 5.199 2.930 -0.399 0.061 0.089 -0.041
H 3.461 3.015 -0.727 0.036 0.139 -0.157
H 4.449 1.683 -1.364 -0.135 0.044 -0.181
H 4.233 2.148 1.619 -0.101 0.052 0.096
H 2.936 1.297 0.818 -0.071 -0.068 -0.013
H 4.716 -0.209 1.818 -0.111 0.018 0.102
H 5.885 0.561 0.766 0.113 -0.073 0.137
H 4.953 -1.739 0.093 0.183 -0.047 -0.054
H 5.106 -0.534 -1.168 0.063 0.030 -0.062
H 2.728 -0.077 -1.083 -0.270 0.048 0.073
H 2.541 -1.090 0.358 -0.151 -0.033 0.012
H 3.466 -3.007 -1.124 0.181 -0.121 -0.289
H 3.092 -1.932 -2.511 0.371 -0.097 -0.045
H 0.796 -1.731 -1.176 -0.243 -0.035 -0.089
H 1.024 -2.941 -2.423 0.062 -0.065 -0.103
H 1.106 -3.376 0.583 0.043 0.077 0.078
H 1.943 -4.434 -0.511 0.064 -0.078 0.058
H -0.617 -4.294 -1.681 -0.074 0.210 -0.019
H 0.110 -5.597 -0.810 -0.109 -0.118 -0.131
H -2.109 -5.078 0.089 -0.108 -0.065 0.101
H -0.794 -5.059 1.250 -0.058 -0.052 0.122
H -0.776 -2.483 0.975 0.035 0.106 0.104
H -2.019 -3.279 1.929 -0.056 0.068 0.070
H -3.260 -3.306 -0.422 -0.344 0.094 -0.033
H -4.711 -2.296 0.901 -0.209 0.163 -0.221
H -3.465 -1.839 1.990 0.104 0.209 0.088
H -3.621 0.172 1.497 -0.026 0.087 0.036
H -5.714 1.057 1.110 0.213 0.144 -0.005
H -5.868 -0.610 1.725 0.225 0.154 0.364
H -6.354 0.126 -1.180 -0.031 0.439 -0.131
H -8.217 -0.437 -0.719 -0.190 -0.619 -0.306
H -8.483 -1.827 -0.020 -0.121 -0.379 2.214
H -2.335 0.509 -0.074 0.017 -0.165 0.244
H -4.189 2.255 0.227 0.140 -0.020 0.215
H -2.874 2.398 -0.868 0.150 -0.049 -0.058
H -4.594 1.635 -2.713 -0.174 -0.390 0.026
H -5.789 2.189 -1.499 -0.123 -0.480 0.002
H -5.432 4.143 -2.541 -0.077 0.187 0.150
H -4.114 4.266 -1.373 -0.043 0.071 0.091
H -2.656 3.156 -3.213 0.064 -0.093 -0.074
H -3.165 4.808 -3.467 0.145 0.028 -0.019
H -4.176 4.234 -5.449 -0.036 0.160 0.043
H -5.250 3.175 -4.542 -0.145 0.189 -0.072
H -3.679 1.300 -4.777 0.148 0.031 0.221
H -4.218 1.964 -6.301 -0.054 -0.143 -0.034
H -2.189 3.016 -6.773 0.074 0.250 0.055
H -1.589 2.880 -5.131 0.057 0.041 0.071
H -1.430 0.938 -7.369 -0.112 -0.066 -0.097
H -0.451 1.034 -5.944 0.062 -0.127 0.115
H -2.009 0.182 -5.901 0.014 -0.056 0.149
H -1.751 -0.389 -3.204 -0.072 -0.030 -0.131
H -1.655 0.824 -2.157 0.048 0.079 -0.052
H -5.040 -3.016 -2.732 0.099 -0.089 -0.599
H -5.221 -0.442 -3.973 -0.260 -0.067 0.033
H -1.791 -2.300 -1.870 -0.003 -0.130 -0.024
H -1.260 -1.116 -0.695 0.103 0.027 -0.017
C -5.713 -6.459 4.788 -0.053 0.074 0.095
C -4.296 -5.970 4.424 -1.025 -0.481 -0.175
C -3.242 -6.899 5.030 0.337 0.049 0.181
C -3.092 -6.748 6.543 -0.090 0.072 -0.032
C -2.851 -5.288 6.924 0.250 -0.261 -0.169
C -3.904 -4.333 6.362 -0.804 0.277 0.710
N -4.073 -4.563 4.890 1.369 -0.645 0.221
O -3.126 -4.006 4.227 -0.161 0.600 -0.443
C -5.235 -4.509 7.110 -0.089 -0.134 -0.087
C -3.476 -2.890 6.594 0.217 0.118 -0.161
C -4.202 -6.009 2.903 0.249 0.172 -0.146
H -5.761 -6.960 5.751 0.008 0.051 0.032
H -6.427 -5.634 4.793 0.004 0.012 -0.008
H -6.057 -7.179 4.047 0.074 -0.017 -0.036
H -2.275 -6.695 4.559 -0.034 0.085 -0.033
H -3.502 -7.929 4.777 -0.047 0.005 -0.038
H -3.972 -7.138 7.059 -0.022 0.020 -0.012
H -2.251 -7.354 6.882 -0.008 -0.017 0.014
H -2.828 -5.180 8.010 -0.032 0.049 0.012
H -1.865 -4.986 6.558 -0.042 0.055 -0.071
H -6.024 -3.920 6.641 0.003 0.014 -0.007
H -5.116 -4.157 8.134 0.057 0.053 -0.009
H -5.571 -5.539 7.173 0.010 -0.004 -0.032
H -2.490 -2.684 6.185 -0.029 -0.022 -0.061
H -3.442 -2.703 7.667 -0.035 -0.028 0.028
H -4.190 -2.194 6.150 -0.013 -0.012 -0.005
H -4.924 -5.327 2.449 -0.024 -0.006 0.016
H -4.423 -7.020 2.563 -0.045 -0.023 0.034
H -3.207 -5.747 2.547 -0.014 0.059 0.037
C 8.898 6.709 0.817 -0.031 0.125 -0.082
C 8.764 5.422 -0.024 -0.009 0.673 0.954
C 10.148 4.914 -0.431 0.157 -0.147 -0.303
C 10.818 5.762 -1.511 -0.097 0.045 0.025
C 9.897 5.937 -2.717 0.200 -0.307 0.111
C 8.514 6.474 -2.350 -0.139 1.093 -0.114
N 7.920 5.657 -1.240 1.029 -1.017 -0.617
O 7.455 4.550 -1.700 -0.589 -0.038 0.168
C 8.604 7.959 -1.966 0.047 0.005 0.169
C 7.593 6.408 -3.561 -0.105 -0.235 -0.098
C 8.084 4.398 0.877 -0.138 -0.379 -0.132
H 9.765 7.310 0.550 -0.025 0.016 -0.053
H 8.008 7.331 0.731 -0.014 -0.010 -0.003
H 9.014 6.452 1.869 0.016 -0.081 -0.010
H 10.055 3.886 -0.796 -0.093 0.014 -0.020
H 10.779 4.874 0.460 -0.041 0.009 0.048
H 11.111 6.735 -1.110 -0.030 0.009 0.010
H 11.742 5.276 -1.828 0.017 0.013 0.004
H 10.352 6.612 -3.445 -0.043 0.037 -0.016
H 9.782 4.970 -3.216 -0.095 -0.009 0.037
H 7.646 8.320 -1.591 -0.014 -0.009 -0.004
H 8.860 8.541 -2.851 -0.031 -0.047 -0.056
H 9.364 8.177 -1.222 -0.010 -0.026 0.016
H 7.535 5.405 -3.978 -0.028 -0.021 0.070
H 7.980 7.073 -4.333 0.028 0.043 0.020
H 6.584 6.734 -3.303 0.001 -0.008 0.021
H 7.085 4.723 1.173 0.010 0.069 -0.029
H 8.685 4.274 1.778 0.023 0.082 0.022
H 7.999 3.419 0.409 -0.039 0.068 -0.121
```
Positions in Å, forces in eV/Å.

- gap between HOMO and LUMO (spin up / spin down) (eV) = 6.87 / 7.87
- HOMO level (spin up / spin down) (eV) = -9.4 / -10.4
- total charge = +1
- ⟨S²⟩ = 2.008
- multiplicity = 3

Results of the Löwdin charge analysis, in e, for atoms 1 through 99: atom 1 (C): -0.095, atom 2 (C): -0.275, atom 3 (C): -0.219, atom 4 (C): -0.218, atom 5 (C): -0.231, atom 6 (C): -0.198, atom 7 (C): -0.214, atom 8 (C): -0.198, atom 9 (C): -0.193, atom 10 (C): -0.194, atom 11 (C): -0.148, atom 12 (C): -0.247, atom 13 (C): -0.015, atom 14 (N): 0.000, atom 15 (C): -0.029, atom 16 (C): -0.342, atom 17 (C): 0.074, atom 18 (O): -0.067, atom 19 (C): -0.155, atom 20 (C): -0.120, atom 21 (C): -0.182, atom 22 (C): -0.196, atom 23 (C): -0.203, atom 24 (C): -0.193, atom 25 (C): -0.238, atom 26 (C): -0.252, atom 27 (C): -0.102, atom 28 (C): -0.326, atom 29 (N): 0.127, atom 30 (B): -0.609, atom 31 (O): 0.200, atom 32 (O): 0.137, atom 33 (C): -0.105, atom 34 (H): 0.061, atom 35 (H): 0.070, atom 36 (H): 0.065, atom 37 (H): 0.101, atom 38 (H): 0.088, atom 39 (H): 0.107, atom 40 (H): 0.109, atom 41 (H): 0.108, atom 42 (H): 0.111, atom 43 (H): 0.108, atom 44 (H): 0.117, atom 45 (H): 0.106, atom 46 (H): 0.114, atom 47 (H): 0.084, atom 48 (H): 0.108, atom 49 (H): 0.108, atom 50 (H): 0.107, atom 51 (H): 0.100, atom 52 (H): 0.108, atom 53 (H): 0.111, atom 54 (H): 0.114, atom 55 (H): 0.111, atom 56 (H): 0.093, atom 57 (H): 0.134, atom 58 (H): 0.125, atom 59 (H): 0.132, atom 60 (H): 0.181, atom 61 (H): 0.138, atom 62 (H): 0.140, atom 63 (H): 0.113, atom 64 (H): 0.094, atom 65 (H): 0.134, atom 66 (H): 0.152, atom 67 (H): 0.118, atom 68 (H): 0.118, atom 69 (H): 0.079, atom 70 (H): 0.108, atom 71 (H): 0.110, atom 72 (H): 0.111, atom 73 (H): 0.095, atom 74 (H): 0.112, atom 75 (H): 0.115, atom 76 (H): 0.107, atom 77 (H): 0.071, atom 78 (H): 0.116, atom 79 (H): 0.110, atom 80 (H): 0.096, atom 81 (H): 0.069, atom 82 (H): 0.067, atom 83 (H): 0.056, atom 84 (H): 0.099, atom 85 (H): 0.097, atom 86 (H): 0.133, atom 87 (H): 0.125, atom 88 (H): 0.123, atom 89 (H): 0.113, atom 90 (C): -0.028, atom 91 (C): -0.484, atom 92 (C): -0.130, atom 93 (C): -0.166, atom 94 (C): -0.129, atom 95 (C): -0.495, atom 96 (N): -0.091, atom 97 (O): -0.048, atom 98 (C): -0.031, atom 99 (C): -0.045

3.
Density functional theory data (wB97M-V/def2-TZVPD) for a 2-piece molecular cluster, C11H18N2O2 overall in a non-equilibrium geometry.

The geometry in XYZ format:
```
33
Properties=species:S:1:pos:R:3:forces:R:3
C 1.683 0.856 0.131 1.110 -1.122 0.474
C 1.715 -0.483 0.378 0.386 1.337 -0.059
C -0.421 -0.015 -0.130 -2.672 -0.812 0.012
C -0.117 2.328 -0.567 -0.031 -0.488 0.033
C -2.700 -1.325 0.708 -0.432 -0.004 0.692
C -2.396 -1.396 -1.321 -0.331 0.182 -0.891
C -2.464 -0.246 -0.327 1.337 -0.185 -0.156
C 2.745 1.880 0.177 0.049 0.211 -0.072
C 3.738 -1.646 -0.482 -0.073 -0.103 -0.003
C -3.752 1.533 0.570 -0.530 0.204 0.491
C 2.834 -1.373 0.734 0.538 -0.049 -0.100
N 0.394 -0.964 0.197 -0.167 0.804 -0.286
N 0.358 1.172 -0.213 -0.077 0.403 -0.043
O -2.255 -2.300 -0.230 0.506 -0.412 0.219
O -3.014 0.911 -0.501 0.201 -0.029 -0.513
H -1.157 2.427 -0.850 -0.116 -0.207 0.063
H 0.529 3.197 -0.598 0.202 -0.071 0.031
H -2.151 -1.344 1.649 0.003 0.111 -0.026
H -3.772 -1.433 0.927 0.063 0.092 -0.071
H -3.358 -1.524 -1.836 0.005 0.084 0.113
H -1.599 -1.472 -2.060 -0.021 0.110 0.091
H 3.672 1.441 0.532 0.016 -0.018 0.014
H 2.479 2.695 0.851 0.044 0.039 0.091
H 2.930 2.302 -0.812 0.082 0.015 -0.068
H 4.145 -0.723 -0.889 0.022 0.050 -0.002
H 3.191 -2.160 -1.269 0.013 -0.049 -0.078
H 4.564 -2.276 -0.168 0.042 -0.041 -0.042
H -3.216 1.482 1.517 0.125 -0.021 -0.053
H -4.725 1.045 0.667 0.157 0.013 -0.048
H -3.910 2.567 0.270 0.071 -0.096 0.026
H 3.444 -0.895 1.506 -0.196 -0.059 0.074
H 2.460 -2.318 1.130 -0.047 0.060 0.118
H 0.129 -1.942 0.309 -0.279 0.053 -0.029
```
Positions in Å, forces in eV/Å.

- gap between HOMO and LUMO (spin up / spin down) (eV) = 7.17 / 7.17
- HOMO level (spin up / spin down) (eV) = -17.3 / -17.3
- total charge = +2

The molecule's Löwdin atomic charges, reported in e, are given here: atom 1 (C): -0.173, atom 2 (C): -0.115, atom 3 (C): 0.077, atom 4 (C): 0.345, atom 5 (C): -0.088, atom 6 (C): -0.073, atom 7 (C): -0.259, atom 8 (C): 0.020, atom 9 (C): -0.048, atom 10 (C): 0.024, atom 11 (C): -0.147, atom 12 (N): 0.232, atom 13 (N): 0.024, atom 14 (O): -0.067, atom 15 (O): -0.040, atom 16 (H): 0.133, atom 17 (H): 0.146, atom 18 (H): 0.145, atom 19 (H): 0.161, atom 20 (H): 0.162, atom 21 (H): 0.143, atom 22 (H): 0.105, atom 23 (H): 0.108, atom 24 (H): 0.112, atom 25 (H): 0.082, atom 26 (H): 0.088, atom 27 (H): 0.096, atom 28 (H): 0.112, atom 29 (H): 0.119, atom 30 (H): 0.112, atom 31 (H): 0.138, atom 32 (H): 0.130, atom 33 (H): 0.197

4.
Density functional theory data (wB97M-V/def2-TZVPD) for a 2-piece molecular cluster, C3H7NO overall in a non-equilibrium geometry.

The geometry in XYZ format:
```
12
Properties=species:S:1:pos:R:3:forces:R:3
C -1.507 -0.051 -0.498 0.299 0.142 -0.060
N -0.299 -0.270 0.345 0.428 0.668 0.281
C 0.680 -1.363 0.071 0.297 -0.787 -0.820
O 0.642 -1.840 -1.045 -0.160 0.727 1.091
C 1.466 0.822 0.472 -1.154 -0.372 -0.206
H -1.197 -0.211 -1.537 -0.130 0.050 0.233
H -1.872 0.972 -0.350 0.064 -0.247 -0.066
H -2.306 -0.763 -0.251 0.302 0.164 -0.004
H -0.484 -0.207 1.350 0.150 -0.129 -0.425
H 0.907 1.756 0.525 0.210 -0.188 -0.007
H 1.993 0.644 -0.460 -0.129 -0.016 0.225
H 1.977 0.513 1.379 -0.177 -0.012 -0.242
```
Positions in Å, forces in eV/Å.

- gap between HOMO and LUMO (spin up / spin down) (eV) = 7.04 / 7.02
- HOMO level (spin up / spin down) (eV) = -7.2 / -7.2

The molecule's Löwdin atomic charges, reported in e, are given here: atom 1 (C): -0.072, atom 2 (N): -0.107, atom 3 (C): -0.349, atom 4 (O): -0.063, atom 5 (C): 0.129, atom 6 (H): 0.078, atom 7 (H): 0.077, atom 8 (H): 0.087, atom 9 (H): 0.112, atom 10 (H): 0.036, atom 11 (H): 0.043, atom 12 (H): 0.032

Quick rundown of relative energy (zero: lowest compared OMol25 entry of this formula, charge and spin), same order as above: 11.82 0.00 0.00 118.59 kcal per mole
Quick rundown of E_tot, same order as above: -36014.723 -65021.063 -18753.317 -6757.608 eV